Record 1
# C4H13NO2

A cluster of 2 separate species, C4H13NO2 in total (ωB97M-V/def2-TZVPD, the Open Molecules 2025 dataset).

## Properties
LUMO level in eV: 0.7
SMILES: CCCNCO.O
Energy above the lowest of the compared OMol25 structures with the same formula, charge and spin in eV: 0.897
Frontier orbital gap in eV: 9.5
Highest occupied orbital energy in hartree: -0.3227
Energy in eV: -9943.2997

```
20
Properties=species:S:1:pos:R:3:forces:R:3:lowdin_charge:R:1
C -0.451 1.149 0.617 0.69 -0.84 -0.37 -0.23
N -0.121 -0.204 0.159 0.58 0.00 -0.16 -0.06
C -0.928 -0.791 -0.860 -0.74 0.02 -0.16 -0.31
O -1.061 -2.179 -0.577 -0.08 -0.05 -0.15 -0.06
C 0.817 2.010 0.724 -1.22 -0.35 -0.11 -0.26
C 1.354 2.420 -0.625 0.32 0.91 0.00 -0.12
H -1.121 1.564 -0.140 -0.18 0.26 0.32 0.11
H -0.926 1.070 1.595 -0.33 0.33 -0.02 0.11
H 0.024 -0.857 0.912 -0.09 -0.05 0.07 0.11
H -0.518 -0.675 -1.873 0.25 0.10 0.10 0.12
H -1.934 -0.341 -0.875 0.01 0.08 0.02 0.12
H -1.676 -2.526 -1.236 0.19 -0.13 0.17 0.09
H 1.546 1.429 1.276 0.23 0.08 0.28 0.10
H 0.491 2.874 1.300 0.46 0.29 0.17 0.10
H 0.670 3.123 -1.118 -0.17 -0.50 -0.15 0.07
H 2.243 3.039 -0.490 0.26 -0.26 -0.02 0.07
H 1.608 1.571 -1.261 -0.17 0.08 0.01 0.07
H 0.462 -3.658 0.575 0.00 0.04 -0.06 0.01
H -0.712 -4.546 0.862 -0.03 -0.04 0.07 0.02
O 0.232 -4.473 1.034 0.01 0.01 -0.01 -0.07
```
Positions in Å, forces in eV/Å.

---

Record 2
# C50H70CsGeN7OP3S

A structure of composition C50H70CsGeN7OP3S (ωB97M-V/def2-TZVPD, the Open Molecules 2025 dataset).

## Properties
⟨S²⟩: 0.79
LUMO level (spin up / spin down) in eV: 0.0 / -1.4
Spin multiplicity: 2
Energy above the lowest of the compared OMol25 structures with the same formula, charge and spin in eV: 0.926
Frontier orbital gap (spin up / spin down) in eV: 6.2 / 4.8
Highest occupied orbital energy (spin up / spin down) in hartree: -0.2277 / -0.2277
Energy in eV: -161231.3255

```
134
Properties=species:S:1:pos:R:3:forces:R:3:lowdin_charge:R:1
Cs -1.312 -0.274 -0.624 -0.72 -0.28 -0.49 0.49
C 4.082 0.366 -3.752 0.03 -0.03 -0.04 -0.12
C 2.761 0.540 -3.010 0.08 0.08 -0.03 -0.56
C 1.641 0.873 -3.996 -0.07 -0.02 -0.05 -0.14
P 2.199 -0.861 -1.941 -0.18 -0.09 0.10 1.01
C 3.483 -0.931 -0.604 0.15 0.01 0.10 -0.38
N 3.201 0.042 0.432 0.10 -0.12 -0.02 -0.21
Ge 1.410 0.057 1.242 0.38 0.25 0.17 0.93
N 1.147 2.964 0.714 -0.06 0.06 0.01 0.04
C 0.731 3.876 -0.314 0.13 -0.06 -0.02 -0.35
P -0.595 3.168 -1.434 0.09 0.07 0.11 1.02
C -2.178 4.033 -0.977 -0.09 0.04 -0.11 -0.54
C -2.122 5.469 -0.431 0.03 0.10 0.07 -0.12
C -3.014 3.136 -0.062 -0.07 -0.07 0.05 -0.16
C -0.099 3.990 -3.023 0.01 -0.03 -0.11 -0.59
C -0.013 5.511 -3.025 -0.03 0.12 0.02 -0.11
C -1.002 3.504 -4.158 -0.05 -0.01 -0.02 -0.13
C 0.865 3.211 2.000 -0.05 0.05 -0.03 -0.26
C -0.086 4.155 2.465 0.03 -0.04 0.03 0.01
C -0.371 4.281 3.807 0.01 0.01 -0.10 -0.06
C 0.302 3.493 4.732 0.03 -0.04 0.12 -0.05
C 1.269 2.576 4.322 -0.02 0.04 -0.09 -0.02
C 1.557 2.428 2.983 0.03 -0.01 0.05 -0.17
N 2.525 1.467 2.504 -0.02 -0.07 0.02 -0.07
C 3.560 2.029 1.628 -0.12 -0.11 0.07 -0.20
C 4.149 3.245 1.869 0.07 0.03 -0.09 -0.04
C 5.161 3.697 1.024 -0.04 -0.01 0.07 -0.10
C 5.547 2.893 -0.035 0.06 0.02 -0.06 -0.10
C 4.942 1.667 -0.282 -0.08 -0.06 0.04 -0.02
C 3.915 1.197 0.549 0.08 0.15 0.00 -0.26
C 3.148 0.606 3.527 -0.04 0.15 -0.10 -0.18
C 4.119 1.105 4.372 0.02 -0.03 0.03 -0.03
C 4.694 0.289 5.336 -0.03 0.00 -0.04 -0.09
C 4.284 -1.035 5.415 0.05 0.00 0.06 -0.09
C 3.328 -1.544 4.556 -0.07 -0.04 -0.09 -0.02
C 2.722 -0.731 3.582 0.06 -0.09 0.10 -0.25
N 1.747 -1.126 2.707 0.16 -0.03 0.08 -0.24
C 1.018 -2.374 2.902 0.10 -0.02 0.02 -0.38
P -0.768 -2.047 2.485 0.20 0.08 -0.07 0.96
C -1.422 -1.375 4.080 -0.09 -0.04 0.01 -0.58
C -1.240 -2.244 5.319 0.00 -0.06 0.04 -0.11
C -0.893 0.036 4.316 0.03 0.03 0.03 -0.14
C -1.547 -3.732 2.385 -0.08 -0.08 0.15 -0.55
C -1.917 -3.997 0.929 0.03 -0.03 -0.12 -0.16
C -0.743 -4.898 2.958 0.07 -0.03 -0.01 -0.12
C 2.519 -2.398 -2.937 0.12 0.00 -0.12 -0.56
C 1.522 -3.473 -2.505 -0.06 -0.06 0.09 -0.14
C 3.944 -2.951 -2.902 0.06 -0.02 0.04 -0.12
H 4.369 1.297 -4.248 -0.02 0.02 0.02 0.08
H 3.993 -0.398 -4.527 -0.01 0.00 0.01 0.08
H 4.904 0.076 -3.098 0.00 0.01 0.05 0.05
H 2.854 1.373 -2.301 0.00 -0.02 0.01 0.10
H 1.480 0.049 -4.698 0.01 -0.01 0.01 0.08
H 1.888 1.756 -4.591 0.02 0.01 0.01 0.08
H 0.696 1.058 -3.481 0.02 0.02 0.02 0.03
H 4.506 -0.833 -0.977 -0.03 0.03 -0.04 0.08
H 3.433 -1.938 -0.170 -0.05 0.01 -0.01 0.08
H 1.592 3.971 -0.988 -0.01 0.00 0.00 0.09
H 0.493 4.883 0.040 -0.05 -0.02 0.03 0.07
H -2.695 4.061 -1.944 0.05 0.00 -0.01 0.09
H -1.163 5.971 -0.556 0.00 -0.06 -0.04 0.05
H -2.360 5.474 0.635 0.02 0.00 0.00 0.07
H -2.865 6.101 -0.921 -0.05 -0.04 0.02 0.08
H -2.524 2.932 0.893 0.04 0.04 -0.01 0.05
H -3.243 2.164 -0.504 0.04 0.08 -0.03 0.02
H -3.971 3.610 0.164 0.00 0.01 0.01 0.09
H 0.902 3.579 -3.204 0.00 0.03 0.03 0.08
H -1.001 5.958 -2.898 0.00 -0.02 -0.01 0.07
H 0.383 5.869 -3.978 0.02 -0.02 0.00 0.08
H 0.631 5.899 -2.234 0.02 -0.03 -0.01 0.07
H -2.012 3.908 -4.064 0.00 0.01 0.02 0.07
H -1.083 2.415 -4.180 0.02 0.00 0.01 0.06
H -0.614 3.832 -5.125 0.02 0.02 0.01 0.08
H -0.632 4.745 1.744 0.00 0.01 0.00 0.08
H -1.126 4.981 4.137 0.00 0.00 0.00 0.11
H 0.079 3.583 5.787 0.00 0.00 -0.01 0.11
H 1.782 1.969 5.052 0.01 0.01 0.02 0.12
H 3.811 3.850 2.703 -0.01 0.01 0.01 0.12
H 5.636 4.652 1.201 0.00 0.01 -0.01 0.09
H 6.334 3.226 -0.700 0.00 0.00 0.01 0.10
H 5.260 1.084 -1.132 0.04 -0.02 -0.04 0.08
H 4.430 2.136 4.274 0.01 0.02 0.00 0.12
H 5.455 0.677 5.998 0.00 0.00 0.00 0.10
H 4.732 -1.693 6.150 0.00 0.00 0.00 0.10
H 3.061 -2.590 4.614 0.00 0.00 0.02 0.10
H 1.139 -2.723 3.929 -0.08 0.03 0.03 0.06
H 1.408 -3.177 2.263 -0.03 0.02 -0.01 0.08
H -2.489 -1.289 3.854 0.00 0.00 0.03 0.04
H -0.187 -2.388 5.572 0.02 0.02 -0.02 0.07
H -1.699 -3.227 5.206 0.00 -0.01 -0.01 0.06
H -1.708 -1.766 6.184 -0.02 0.02 -0.02 0.08
H 0.164 0.020 4.595 -0.02 -0.02 0.00 0.06
H -1.448 0.512 5.128 0.01 0.01 0.01 0.09
H -1.003 0.662 3.427 -0.02 0.00 -0.02 0.05
H -2.477 -3.628 2.955 0.01 -0.01 -0.01 0.11
H -1.011 -4.021 0.309 0.00 0.01 0.01 0.06
H -2.577 -3.221 0.535 -0.01 0.01 0.03 0.05
H -2.416 -4.965 0.815 -0.02 0.00 0.02 0.08
H 0.153 -5.085 2.360 0.00 0.01 0.00 0.07
H -1.333 -5.819 2.940 -0.03 0.02 0.00 0.08
H -0.423 -4.728 3.985 -0.02 0.03 0.02 0.06
H 2.286 -2.112 -3.970 -0.03 -0.01 0.02 0.10
H 1.676 -3.744 -1.455 0.02 0.01 0.00 0.07
H 1.645 -4.385 -3.095 0.01 0.01 -0.02 0.08
H 0.490 -3.132 -2.605 0.01 0.02 -0.03 0.04
H 4.203 -3.304 -1.901 -0.02 0.01 0.01 0.07
H 4.692 -2.217 -3.196 -0.02 0.00 -0.01 0.06
H 4.036 -3.808 -3.573 -0.02 0.01 -0.02 0.08
S -3.563 0.133 1.826 -0.23 -0.04 0.00 0.43
C -4.764 -0.390 0.683 0.02 0.01 0.04 -0.82
C -6.142 -0.244 0.968 0.00 0.07 0.14 -0.13
C -7.091 -0.682 0.080 -0.05 -0.03 -0.07 -0.10
C -6.686 -1.272 -1.120 0.08 0.01 0.02 -0.10
C -5.328 -1.369 -1.338 -0.08 -0.02 -0.05 -0.19
N -4.390 -0.951 -0.486 0.17 0.01 0.00 -0.06
H -6.420 0.216 1.906 0.00 -0.01 -0.01 0.09
H -8.144 -0.571 0.312 0.00 0.00 0.00 0.10
H -7.391 -1.637 -1.853 -0.02 0.01 0.01 0.09
H -4.959 -1.814 -2.260 0.00 -0.01 0.00 0.08
N -4.860 -6.334 -5.103 -0.05 -0.01 0.00 0.17
C -4.449 -5.132 -5.580 0.32 -0.04 -0.10 -0.49
O -4.635 -4.787 -6.729 -0.10 0.04 0.05 0.07
C -3.680 -4.256 -4.623 -0.13 -0.01 0.00 -0.13
C -3.516 -2.921 -4.961 -0.01 0.01 0.06 0.01
C -2.825 -2.097 -4.088 -0.01 0.09 -0.04 -0.14
N -2.291 -2.513 -2.941 0.12 -0.04 -0.03 0.04
C -2.435 -3.799 -2.635 -0.06 0.03 -0.04 -0.13
C -3.121 -4.703 -3.434 0.03 -0.01 0.07 0.00
H -5.401 -6.912 -5.724 -0.02 -0.02 0.02 0.11
H -4.820 -6.570 -4.130 -0.05 0.02 0.02 0.09
H -3.929 -2.547 -5.886 -0.01 -0.01 -0.01 0.12
H -2.703 -1.044 -4.320 0.02 0.00 0.00 0.11
H -1.990 -4.128 -1.705 0.02 0.00 0.01 0.08
H -3.174 -5.735 -3.114 -0.03 -0.01 -0.03 0.11
```
Positions in Å, forces in eV/Å.

---

Record 3
# H36O18

A cluster of 18 separate species, H36O18 in total (ωB97M-V/def2-TZVPD, the Open Molecules 2025 dataset).

## Properties
LUMO level in eV: 0.2
Energy above the lowest of the compared OMol25 structures with the same formula, charge and spin in eV: 5.197
Frontier orbital gap in eV: 10.7
Highest occupied orbital energy in hartree: -0.3841
Energy in eV: -37437.3142

```
54
Properties=species:S:1:pos:R:3:forces:R:3:lowdin_charge:R:1
O 0.008 1.965 5.274 -0.31 0.16 -2.58 -0.05
H -0.136 1.098 5.638 0.25 0.46 1.26 0.04
H 0.248 2.772 5.712 0.05 -0.61 1.29 0.03
O 4.447 -2.799 -1.473 0.04 -0.04 0.25 -0.03
H 4.796 -2.942 -0.589 0.10 0.04 0.22 0.05
H 5.127 -2.274 -1.906 -0.12 -0.01 -0.17 0.06
O -3.529 3.151 -1.489 0.12 0.15 0.21 -0.07
H -2.586 3.296 -1.296 -0.03 -0.11 -0.13 0.00
H -3.849 4.044 -1.629 -0.24 0.10 0.06 0.04
O 2.345 -4.824 -1.254 -0.27 -0.45 -0.83 -0.05
H 2.308 -5.563 -0.648 0.38 -0.05 0.24 0.05
H 3.180 -4.358 -1.167 0.33 -0.49 -0.14 0.00
O -0.275 1.001 -1.078 -0.05 -0.50 0.80 -0.05
H -0.461 1.532 -1.852 0.10 -0.03 -0.41 0.00
H 0.620 1.112 -0.745 0.10 0.18 -0.39 0.05
O 3.651 -3.210 2.797 -0.50 2.35 0.31 -0.07
H 3.019 -2.534 2.479 -0.69 -1.57 -1.55 0.01
H 3.897 -2.508 3.428 1.24 -1.29 1.00 0.01
O 0.481 -2.545 -2.464 -0.62 1.00 0.02 -0.06
H 0.037 -1.889 -3.019 0.19 -0.26 -0.47 0.02
H 0.286 -2.108 -1.620 0.39 -0.62 0.34 0.01
O -2.064 -1.382 -4.947 0.81 1.14 0.96 -0.04
H -2.856 -1.458 -5.460 -0.28 -0.79 -0.47 0.03
H -1.507 -2.160 -4.917 -0.54 -0.39 -0.43 0.04
O -3.938 -0.230 2.811 1.20 -0.04 1.33 -0.05
H -3.808 -0.229 1.868 -1.07 0.27 -0.71 -0.02
H -4.844 -0.231 3.110 -0.29 -0.02 -0.77 0.03
O -0.764 3.933 -1.361 -0.33 0.16 -0.19 -0.04
H -0.329 4.771 -1.186 0.11 -0.08 0.03 0.06
H -0.124 3.237 -1.200 0.18 0.11 0.26 0.01
O -2.308 1.008 -2.786 -0.06 -0.23 -0.24 -0.05
H -2.125 0.073 -2.661 0.29 -0.24 0.05 0.03
H -2.807 1.002 -3.609 -0.01 0.26 0.02 0.05
O 3.166 -0.764 4.388 0.38 -0.16 -0.94 -0.04
H 2.768 -0.887 3.510 -0.47 -0.45 0.33 0.03
H 4.004 -0.403 4.067 0.32 0.27 0.64 0.08
O -1.694 -1.688 0.272 0.23 0.74 0.62 -0.05
H -2.245 -1.131 0.836 -0.83 -0.40 -0.18 0.01
H -0.888 -1.205 0.498 0.71 -0.37 -0.57 0.03
O 1.611 -2.881 0.237 -0.31 3.38 2.54 -0.04
H 2.282 -3.004 -0.406 -0.37 -1.15 -0.94 -0.02
H 0.902 -3.472 0.431 0.13 -1.16 -0.93 0.04
O 2.169 1.104 2.824 0.96 -0.61 -2.20 -0.06
H 1.699 1.929 2.761 -0.47 -0.03 1.13 0.03
H 2.274 0.581 3.616 -0.85 1.44 1.09 -0.03
O 1.900 3.678 -3.466 -0.17 -0.03 0.81 -0.05
H 2.603 4.260 -3.749 0.10 -0.01 -0.36 0.03
H 1.556 3.203 -4.220 0.07 0.02 -0.40 0.03
O -4.205 0.481 -0.335 -0.06 -0.21 0.61 -0.06
H -3.666 -0.014 -0.957 0.08 0.22 -0.09 0.01
H -3.957 1.411 -0.455 0.01 -0.02 -0.34 0.01
O -1.304 3.702 2.113 -1.07 -0.16 1.53 -0.07
H -1.610 4.291 2.825 0.66 0.83 -0.56 0.04
H -1.808 2.969 2.512 0.48 -0.72 -0.96 0.04
```
Positions in Å, forces in eV/Å.